1.
The following is a quantum chemistry calculation of C23H48AlNOP3S as an isolated structure, from the Open Molecules 2025 dataset.

Positions of all 78 atoms, in Å:
Al1 0.0675 -0.0583 0.0096
P1 1.0317 -1.8937 -1.3977
P2 1.8711 1.7213 -0.8114
P3 -0.9776 1.0117 -2.6643
H1 -9.0495 -0.0018 3.3109
C1 -9.2321 -0.3120 2.2750
C2 -9.2347 -1.6132 1.9244
H2 -9.0497 -2.4031 2.6629
C3 1.4355 -3.1142 -0.0993
C4 2.6436 -1.6868 -2.2408
C5 0.0362 -2.9450 -2.5132
C6 1.5002 3.3564 -0.0593
C7 3.4198 1.3804 0.0951
C8 2.6509 2.0290 -2.4453
C9 -2.6926 0.5557 -3.1361
C10 -0.1287 0.7936 -4.2823
C11 -1.1557 2.8513 -2.5820
H3 -9.4556 0.4758 1.5459
H4 -9.4652 -1.9286 0.8994
H5 0.6707 -3.0668 0.6860
H6 2.4132 -2.8906 0.3472
H7 1.4542 -4.1272 -0.5252
H8 3.3471 -1.1085 -1.6223
H9 2.5031 -1.1635 -3.1975
H10 3.0780 -2.6798 -2.4331
H11 -0.8070 -3.3805 -1.9597
H12 0.6817 -3.7574 -2.8828
H13 -0.3535 -2.3694 -3.3624
H14 2.3938 3.9985 -0.0933
H15 1.2155 3.1876 0.9899
H16 0.6603 3.8417 -0.5740
H17 4.2441 1.9828 -0.3180
H18 3.6912 0.3208 0.0319
H19 3.2656 1.6488 1.1445
H20 3.5755 2.6008 -2.2782
H21 2.0009 2.5919 -3.1254
H22 2.9209 1.0656 -2.9042
H23 -2.9622 1.0414 -4.0862
H24 -3.4038 0.8549 -2.3556
H25 -2.7529 -0.5341 -3.2475
H26 -0.5064 1.5322 -5.0052
H27 -0.3253 -0.2195 -4.6602
H28 0.9551 0.9226 -4.1648
H29 -1.8357 3.1894 -3.3787
H30 -0.1869 3.3615 -2.6904
H31 -1.5829 3.1084 -1.6015
C12 -3.4662 -0.3357 0.4126
C13 -3.6203 1.0659 0.4867
C14 -4.7267 1.6190 1.1268
C15 -5.7311 0.7948 1.6460
C16 -5.6439 -0.5907 1.4774
C17 -4.5477 -1.1509 0.8372
S1 -2.0688 -1.1549 -0.1773
H32 -0.6338 1.3508 0.4242
H33 -2.8354 1.7011 0.0721
H34 -4.8067 2.7039 1.2295
H35 -6.5872 1.2270 2.1669
H36 -6.4361 -1.2406 1.8528
H37 -4.4792 -2.2246 0.6748
O1 1.1330 -0.7064 1.8420
C18 2.2613 -0.7223 2.4674
C19 3.1455 -1.9487 2.6386
C20 4.3932 -1.8384 1.7481
C21 5.5460 -0.9870 2.2888
C22 5.2164 0.4325 2.7458
C23 4.0444 0.5976 3.7104
N1 2.7324 0.4259 3.0208
H38 3.4254 -2.0598 3.7060
H39 2.5442 -2.8408 2.3825
H40 4.7946 -2.8564 1.6165
H41 4.0996 -1.4918 0.7378
H42 6.0672 -1.5263 3.0981
H43 6.2774 -0.8967 1.4735
H44 6.1087 0.8198 3.2565
H45 5.0814 1.0872 1.8706
H46 4.0832 -0.1203 4.5477
H47 4.0669 1.6262 4.1127
H48 1.9934 1.0706 3.2821

Atoms 1-3, force components in eV/Å:
Al 0.5 0.8 1.1
P 0.6 -1.1 0.7
P 1.1 0.7 -0.1

Values from the calculation:
- Kohn-Sham gap (spin up / spin down): 3.81 / 2.85 eV
- DFT total energy: -73440.106 eV
- Highest occupied orbital energy (spin up / spin down): -15.476 / -15.492 eV
- Multiplicity: 1
- Total charge: +3
- ΔE to the lowest compared entry with this formula, charge and spin: 1.994 eV

***

2.
The following is a quantum chemistry calculation of a 10-piece molecular cluster, C34H87I2NO13 overall, from the Open Molecules 2025 dataset.

Positions of all 137 atoms, in Å:
C1 4.6475 0.5244 5.4853
C2 3.8466 1.8284 5.5714
O1 2.7854 1.8140 4.6095
C3 3.1816 2.4747 3.4398
C4 2.2019 2.2266 2.2756
O2 1.6102 0.9605 2.4486
C5 0.7915 0.5115 1.3674
C6 -0.6408 1.0087 1.6286
C7 -0.8812 2.4811 1.2739
N1 -1.1185 3.2493 2.5386
C8 0.6930 -1.0276 1.4884
O3 1.8175 -1.6174 2.1164
C9 1.7249 -3.0350 2.1158
C10 1.9218 -3.5957 3.5089
I1 0.0715 -3.5647 4.6152
C11 3.0403 -2.9127 4.3091
C12 4.2916 -3.8102 4.4679
O4 1.1437 1.0222 0.0964
C13 2.0937 0.3412 -0.7151
C14 3.5128 0.1634 -0.1330
I2 4.2379 -1.6974 -1.0363
C15 4.4710 1.2767 -0.5710
C16 5.9683 0.9262 -0.4750
H1 4.0829 -0.1492 4.8485
H2 5.6032 0.6777 4.9977
H3 4.7806 0.0372 6.4449
H4 3.4540 2.0322 6.5607
H5 4.5196 2.6408 5.3062
H6 3.2801 3.5566 3.5641
H7 4.1487 2.0741 3.1125
H8 2.7972 2.3090 1.3720
H9 1.4876 3.0511 2.2880
H10 -0.9639 0.7496 2.6273
H11 -1.2653 0.4092 0.9588
H12 -1.7750 2.6502 0.6828
H13 -0.0495 2.9827 0.7975
H14 -0.5998 2.7930 3.2788
H15 -2.0942 3.1847 2.7996
H16 -0.1632 -1.2240 2.1376
H17 0.4462 -1.4974 0.5381
H18 0.7334 -3.3275 1.7771
H19 2.4233 -3.4769 1.4117
H20 2.2006 -4.6373 3.4027
H21 2.6458 -2.6339 5.2773
H22 3.3644 -1.9905 3.8429
H23 3.9740 -4.8479 4.4974
H24 4.7927 -3.5433 5.3905
H25 4.9315 -3.6286 3.6137
H26 1.7222 -0.6004 -1.1014
H27 2.2113 0.9653 -1.5971
H28 3.5448 -0.0176 0.9315
H29 4.2374 1.5438 -1.5983
H30 4.3401 2.1649 0.0444
H31 6.3214 0.5206 -1.4134
H32 6.1855 0.2921 0.3763
H33 6.4952 1.8676 -0.3305
C17 -0.7034 4.5977 -2.0447
C18 -1.2736 5.8496 -1.3986
O5 -2.3249 5.5124 -0.4864
H34 -1.4849 4.0504 -2.5747
H35 0.0915 4.8445 -2.7510
H36 -0.2973 3.9255 -1.2856
H37 -1.6964 6.5086 -2.1562
H38 -0.4962 6.3944 -0.8614
H39 -1.9410 4.9421 0.1883
C19 1.2274 -5.6889 -2.4489
C20 0.4052 -4.4234 -2.2946
O6 0.9243 -3.6125 -1.2356
H40 1.2277 -6.2564 -1.5159
H41 0.8318 -6.3185 -3.2456
H42 2.2680 -5.4472 -2.6811
H43 -0.6270 -4.6645 -2.0419
H44 0.4067 -3.8492 -3.2228
H45 1.8362 -3.3837 -1.4568
C21 3.2473 6.0781 -2.0491
C22 2.6599 7.3132 -1.3903
O7 1.6199 6.9709 -0.4763
H46 2.4719 5.5242 -2.5786
H47 4.0328 6.3462 -2.7571
H48 3.6716 5.4056 -1.2989
H49 2.2205 7.9725 -2.1370
H50 3.4386 7.8679 -0.8570
H51 2.0007 6.3961 0.1962
C23 -3.6426 7.2398 -4.4747
C24 -4.2036 8.4906 -3.8255
O8 -5.2485 8.1752 -2.9088
H52 -4.4279 6.6966 -5.0009
H53 -2.8505 7.4863 -5.1839
H54 -3.2369 6.5671 -3.7166
H55 -4.6293 9.1542 -4.5776
H56 -3.4134 9.0327 -3.2942
H57 -4.8801 7.5966 -2.2312
C25 0.9646 -6.7819 -6.8091
C26 0.1640 -5.5039 -6.6389
O9 0.6958 -4.6917 -5.5933
H58 0.9723 -7.3524 -5.8797
H59 0.5455 -7.4056 -7.5998
H60 2.0038 -6.5562 -7.0601
H61 -0.8660 -5.7312 -6.3698
H62 0.1575 -4.9303 -7.5714
H63 1.6043 -4.4739 -5.8267
C27 -1.6670 -6.2083 1.2885
C28 -2.7543 -5.2501 0.8430
O10 -3.4774 -4.7402 1.9638
H64 -2.0959 -7.0399 1.8499
H65 -1.1178 -6.6077 0.4333
H66 -0.9654 -5.6963 1.9480
H67 -3.4720 -5.7559 0.1995
H68 -2.3230 -4.4123 0.2831
H69 -2.8492 -4.2809 2.5324
C29 -7.3382 -7.9638 -0.6457
C30 -5.8246 -7.8616 -0.6153
O11 -5.3717 -6.6438 -1.2025
H70 -7.7019 -7.9029 -1.6718
H71 -7.6775 -8.9037 -0.2078
H72 -7.7914 -7.1394 -0.0905
H73 -5.3754 -8.6733 -1.1853
H74 -5.4579 -7.9210 0.4154
H75 -5.7536 -5.9174 -0.6978
C31 1.2036 -7.4000 3.6003
C32 0.9446 -8.1997 4.8617
O12 1.3709 -7.4844 6.0181
H76 2.2663 -7.1651 3.5128
H77 0.8906 -7.9462 2.7086
H78 0.6581 -6.4550 3.6427
H79 1.4988 -9.1370 4.8448
H80 -0.1213 -8.4341 4.9549
H81 0.8773 -6.6567 6.0488
C33 -7.1236 10.6127 -3.2709
C34 -6.5637 11.9887 -3.5767
O13 -7.4632 12.7646 -4.3692
H82 -7.3370 10.0737 -4.1948
H83 -6.4229 10.0247 -2.6787
H84 -8.0648 10.6952 -2.7201
H85 -5.6367 11.9080 -4.1434
H86 -6.3512 12.5303 -2.6483
H87 -8.2832 12.8550 -3.8736

Atoms 1-3, force components in eV/Å:
C -0.4 0.0 -0.1
C 0.4 -0.2 -0.7
O -0.1 0.6 0.5

Values from the calculation:
- Kohn-Sham gap: 9.36 eV
- DFT total energy: -80973.313 eV
- Highest occupied orbital energy: -9.323 eV
- SMILES: CCOCCO[C@](CCN)(COC[C@H](I)CC)OC[C@@H](I)CC.CCO.CCO.CCO.CCO.CCO.CCO.CCO.CCO.CCO
- Multiplicity: 1
- Total charge: 0

***

Number 1: F_max 2.89 eV/Å. Number 2: F_max 2.28 eV/Å.